Molecular formula: C4H11N3
Method: DFT, the ωB97M-V functional and the def2-TZVPD basis

The LUMO energy (alpha / beta) comes out at 0.155 / 0.148 Eh. For the energy relative to the best compared isomer or geometry (same formula, charge and spin), the calculation gives 0.9860 eV. As for the spin multiplicity: 2. The calculated total energy comes out at -323.19140 a.u. As for the net charge: -1. As for the expectation value of S²: 0.7503.

Bonds (Å) are listed after each position.
Element x y z (Å)
1 C 0.846 1.196 1.046  C2 1.522, N7 1.459, H8 1.099, H9 1.100
2 C -0.585 0.689 0.946  C1 1.522, C3 1.514, H10 1.108, H11 1.094
3 C -1.025 0.351 -0.463  C2 1.514, N6 1.471, H12 1.140, H13 1.095
4 N -0.652 -2.543 -0.653  C5 1.376, H14 1.012, H15 1.010
5 C 0.189 -1.555 -1.111  N4 1.376, N6 1.278, H16 1.091
6 N 0.012 -0.300 -1.277  C3 1.471, C5 1.278
7 N 1.282 2.172 0.052  C1 1.459, H17 1.011, H18 1.019
8 H 1.034 1.545 2.071  C1 1.099
9 H 1.493 0.308 1.010  C1 1.100
10 H -1.355 1.204 1.555  C2 1.108
11 H -0.637 -0.251 1.503  C2 1.094
12 H -1.969 -0.287 -0.419  C3 1.140
13 H -1.390 1.163 -1.101  C3 1.095
14 H -0.433 -3.502 -0.889  N4 1.012
15 H -1.157 -2.313 0.191  N4 1.010
16 H 1.111 -1.967 -1.523  C5 1.091
17 H 2.271 2.308 -0.105  N7 1.011
18 H 0.964 1.782 -0.833  N7 1.019